Entry 1:
10
Properties=species:S:1:pos:R:3:forces:R:3 method="wB97M-V/def2-TZVPD" gap_ev=10.313 lumo_ev=0.2 smiles=c1noc2nn[nH]c12 e_homo_ev=-10.15
C 1.373990 0.685168 -0.026335 -1.7 0.1 0.2
N 2.134970 -0.366964 -0.033954 -1.4 0.0 0.5
O 1.275238 -1.476438 0.028909 -0.7 -0.7 -1.0
C -0.013501 -1.032703 -0.096315 0.5 1.4 1.5
N -1.264751 -1.536786 -0.009934 -0.8 0.5 -0.3
N -2.108496 -0.523235 0.004583 1.0 0.1 0.0
N -1.403276 0.659840 -0.050271 2.8 -1.8 0.3
C -0.053450 0.333043 -0.014708 0.7 -0.2 -1.0
H 1.764092 1.664639 0.071388 0.7 0.6 -0.2
H -1.704820 1.593433 0.126635 -1.2 0.1 0.0

Entry 2:
66
Properties=species:S:1:pos:R:3:forces:R:3 method="wB97M-V/def2-TZVPD" gap_ev="5.525 / 6.791" lumo_ev="2.5 / 1.0" s2=3.7790 charge=-1 e_homo_ev="-2.99 / -5.75" spin_multiplicity=4
Ti 0.392375 1.168064 1.099208 0.2 0.3 -1.5
C 2.386586 3.074087 4.227221 -0.3 0.0 -0.4
C 2.145205 1.919864 3.298041 0.6 0.2 0.7
O 1.237079 2.030508 2.409905 0.8 1.1 1.1
C 2.878439 0.712850 3.428273 -0.5 -0.6 -0.5
C 2.503594 -0.440111 2.782612 0.8 0.2 0.8
C 3.318136 -1.697643 2.833161 -0.2 0.1 -0.1
N 1.311013 -0.462494 2.085737 -0.5 -0.6 -0.8
N 0.907897 -1.633721 1.706553 -0.1 -0.4 0.7
C -0.129114 -1.592453 0.841645 0.9 1.0 -0.3
O -0.363781 -0.498940 0.208254 -0.2 -1.7 0.4
C -0.839616 -2.842763 0.632438 -0.4 -0.8 -0.1
C -0.289676 -4.048035 1.103373 0.1 0.3 -0.1
C -0.946985 -5.246816 0.919230 -0.1 -0.2 -0.1
C -2.177541 -5.289969 0.271024 0.0 0.2 0.1
C -2.748392 -4.102527 -0.167206 -0.1 -0.2 -0.1
C -2.089717 -2.900505 0.004797 0.3 0.3 0.1
H 2.204666 4.008498 3.698543 0.0 0.0 0.0
H 1.675719 3.017661 5.056837 0.0 0.0 0.1
H 3.400079 3.060385 4.624660 0.0 0.0 0.0
H 3.749277 0.695747 4.067479 0.1 0.0 0.0
H 4.298766 -1.510648 3.265731 0.0 0.1 0.1
H 2.799860 -2.468574 3.406032 0.0 -0.1 0.0
H 3.435957 -2.070844 1.814195 0.1 -0.1 0.0
H 0.672361 -4.007992 1.592096 0.0 -0.1 0.0
H -0.492825 -6.164540 1.270134 0.0 0.0 0.0
H -2.689128 -6.231110 0.116394 0.0 0.0 0.0
H -3.719850 -4.119200 -0.646674 0.0 0.0 0.0
H -2.549197 -1.985766 -0.332529 0.0 0.1 -0.1
C -2.425151 3.000978 -1.250931 0.0 -0.2 0.1
P -1.831752 1.302762 -0.891000 -0.9 0.4 -1.8
C -3.417008 0.591678 -0.289354 0.4 0.0 0.1
C -1.815085 0.729269 -2.718208 0.3 -0.1 0.5
C -1.476103 -0.724319 -3.065303 0.2 0.2 0.3
P 0.304387 -1.198141 -2.782564 -0.1 -0.3 -0.5
C 1.009171 -0.493832 -4.348332 0.0 0.0 0.4
C 0.160693 -2.949370 -3.395420 0.0 0.3 0.1
H -3.393448 2.946325 -1.751848 0.0 0.0 0.0
H -1.711519 3.525980 -1.881257 0.0 0.0 0.0
H -2.523020 3.550042 -0.317730 0.0 0.0 0.0
H -4.070202 0.326107 -1.120741 0.0 0.0 0.0
H -3.887028 1.363737 0.318289 0.0 0.0 0.0
H -3.236342 -0.270552 0.347494 -0.1 0.0 0.1
H -1.086987 1.388302 -3.198830 -0.1 0.1 0.0
H -2.812056 0.972933 -3.099733 0.0 0.1 0.0
H -1.699683 -0.902727 -4.123312 -0.1 0.0 0.0
H -2.086094 -1.406440 -2.471519 -0.1 -0.1 0.0
H 0.410808 -0.745009 -5.227454 0.0 0.0 0.0
H 2.017348 -0.891623 -4.466420 0.0 0.0 -0.1
H 1.088813 0.587163 -4.241451 0.0 0.1 -0.1
H -0.428257 -3.007902 -4.313748 0.0 -0.1 0.0
H -0.292792 -3.580667 -2.631215 0.0 0.0 0.0
H 1.167591 -3.321724 -3.588383 0.0 -0.1 0.0
F 1.850050 1.336109 -1.381003 0.0 -0.1 0.0
C 2.096575 0.884513 -0.093925 1.8 -0.1 -1.4
F 3.164508 1.643770 0.319593 0.1 0.0 0.0
F 2.672590 -0.354062 -0.306736 -0.2 -0.1 0.1
O -1.359215 1.827071 1.238591 -1.4 0.7 0.9
O -1.152341 0.869778 2.170547 -1.7 -0.3 1.0
F 0.398839 3.084795 -0.140408 0.1 0.4 0.7
P 0.650152 4.687809 0.442399 0.2 0.7 -0.3
F 0.904878 6.186260 0.966723 0.0 0.1 -0.1
F -0.094811 4.319350 1.818201 0.2 -0.3 -0.2
F -0.779923 5.111313 -0.180228 0.1 -0.1 0.0
F 1.330193 5.017348 -0.978643 0.0 -0.1 0.0
F 2.071062 4.219931 1.016698 -0.2 -0.1 0.1

Entry 3:
7
Properties=species:S:1:pos:R:3:forces:R:3 method="wB97M-V/def2-TZVPD" gap_ev=10.333 lumo_ev=-0.4 e_homo_ev=-10.72
N 0.510387 0.930538 -0.372181 -0.9 -1.5 0.2
O 1.195209 0.914039 2.072511 0.4 0.1 -0.6
Si -0.574597 -0.628416 -0.555280 -1.0 4.5 0.7
S 1.414565 1.399497 0.710684 -0.6 -0.1 0.9
H -0.073701 -0.694581 -1.830187 0.3 -1.1 -2.3
H -2.055855 -0.289127 -0.385310 0.9 0.1 -0.4
H -0.416007 -1.631949 0.359763 0.9 -1.9 1.5

Entry 4:
15
Properties=species:S:1:pos:R:3:forces:R:3 method="wB97M-V/def2-TZVPD" gap_ev=8.604 lumo_ev=-0.2 e_homo_ev=-8.84
C 0.468023 0.440947 0.995587 -0.4 0.5 -0.4
C 0.627602 1.264447 -0.287658 0.5 4.5 0.3
C 0.982694 -1.415301 -1.427375 -2.9 -0.9 -1.6
C -0.397714 -1.261149 -0.652975 0.6 1.5 1.8
C -0.697991 -0.635113 0.747907 0.7 0.3 -0.4
H -0.176345 0.826336 2.978550 0.3 3.6 -4.8
H 1.556904 -0.110935 1.205441 -2.8 1.6 0.1
H 0.705517 2.438718 0.019198 0.2 -2.9 -1.0
H 1.783074 -1.341706 -0.706396 0.8 -0.2 -0.6
H 0.853532 -1.923677 -2.482385 1.4 -0.2 2.8
H -1.248699 -1.707738 -1.041029 -1.5 -1.1 -0.6
N 0.572683 0.952008 -1.532177 0.2 1.9 3.7
N 0.126717 -0.301600 -1.562652 -0.4 -2.7 -3.4
O -0.022866 1.559261 1.822454 0.7 -5.8 5.4
O -1.760319 -0.696367 1.357234 2.5 -0.1 -1.2

Entry 5:
107
Properties=species:S:1:pos:R:3:forces:R:3 method="wB97M-V/def2-TZVPD" gap_ev="6.479 / 7.009" lumo_ev="-3.0 / -3.1" s2=6.0135 charge=+1 e_homo_ev="-9.51 / -10.06" spin_multiplicity=5
Fe -1.659393 -8.190710 -17.697793 -0.5 -0.7 -0.3
N 0.156130 -12.179058 -18.970004 0.9 1.6 -0.4
C -0.487162 -13.365880 -18.688208 -2.2 -0.9 0.3
C 0.213034 -14.533073 -18.527769 1.5 0.8 -0.4
C -0.442870 -15.715328 -18.316087 0.4 -1.0 0.6
C -1.794834 -15.778550 -18.135525 -0.7 0.0 -0.5
C -2.533840 -14.604654 -18.299470 -1.3 0.0 0.6
C -1.914696 -13.403723 -18.564082 1.8 0.9 -0.4
S -2.722933 -11.825440 -18.881126 0.5 -0.1 0.3
N -1.537087 -10.684990 -18.336697 2.6 0.3 0.5
C -0.241027 -10.950365 -18.486437 -4.0 -1.5 0.0
C 0.834776 -10.026446 -18.187721 1.6 1.8 -0.2
C 2.152610 -10.475932 -18.037062 -1.0 -0.6 0.0
C 3.161534 -9.574663 -18.198673 0.8 0.3 0.1
C 2.875509 -8.224057 -18.291005 1.0 0.4 0.2
C 1.589588 -7.787491 -18.192559 -1.0 -0.9 -0.2
N 0.618555 -8.713101 -18.236323 -2.0 0.6 0.0
H 1.066446 -12.181931 -19.412534 -0.1 -0.4 0.3
H 1.318138 -14.497541 -18.605926 -0.8 -0.1 0.0
H 0.146387 -16.605567 -18.220323 0.2 -0.4 0.0
H -2.275486 -16.744709 -17.952068 0.1 0.5 0.0
H -3.632044 -14.638543 -18.190497 0.6 0.1 -0.1
H 2.314588 -11.508634 -17.788798 0.3 -0.3 -0.2
H 4.190360 -9.904852 -18.262041 0.0 0.0 0.2
H 3.661342 -7.496364 -18.374793 0.3 0.1 -0.1
H 1.332527 -6.723120 -18.155472 -0.2 -0.5 -0.1
O -5.272492 -8.987814 -18.100899 -0.1 -0.2 0.0
C -5.366876 -9.698392 -19.267565 -0.4 -0.1 0.2
C -6.221716 -10.796914 -19.439076 0.7 0.9 -0.6
C -6.360352 -11.330837 -20.698308 0.5 0.3 -0.6
C -5.614208 -10.798801 -21.769896 -1.0 -0.7 0.2
C -4.717568 -9.787745 -21.547419 0.8 -0.1 0.1
C -4.536463 -9.239717 -20.275920 -0.1 -0.1 -0.2
P -3.206000 -8.092165 -19.798510 0.1 -0.3 -0.9
C -3.876462 -6.444338 -20.122893 -0.7 -0.7 -0.1
C -2.946116 -5.381811 -19.709799 1.1 0.5 0.4
C -3.520428 -3.955103 -19.649235 -0.5 -0.3 -0.2
C -4.623624 -3.788333 -20.674317 -0.3 0.2 -0.4
C -5.294666 -4.792336 -21.218354 0.1 -1.1 0.1
C -4.958901 -6.203298 -20.859861 -0.5 0.7 -0.5
C -2.097129 -8.223662 -21.265961 0.5 -0.4 0.3
C -2.025299 -7.280234 -22.290105 0.2 -0.7 0.3
C -1.189936 -7.490711 -23.384818 -0.6 0.1 0.2
C -0.482931 -8.672314 -23.472281 1.3 0.0 -0.7
C -0.484648 -9.585687 -22.430915 -0.8 0.0 0.0
C -1.281043 -9.367683 -21.321133 -0.3 0.1 -0.1
C -6.096811 -9.324254 -17.040802 0.6 0.0 -0.3
C -7.469652 -9.309561 -17.198571 0.0 0.3 0.5
C -8.236523 -9.605973 -16.083349 0.7 -0.3 -0.5
C -7.620574 -9.966451 -14.893983 -0.2 -0.1 0.1
C -6.239507 -9.925594 -14.749928 -0.4 -0.1 0.4
C -5.452318 -9.613357 -15.840216 0.6 0.5 -0.7
P -3.608093 -9.334607 -15.789854 -0.4 -0.1 0.3
C -3.593119 -8.184750 -14.352334 0.3 -0.4 -0.2
C -4.126011 -6.953276 -14.684008 0.5 1.0 1.4
C -4.120260 -5.911925 -13.737451 -0.1 -0.7 -0.3
C -3.613785 -6.153310 -12.473482 0.3 0.2 0.5
C -3.025096 -7.379370 -12.160187 -0.3 -0.2 0.1
C -3.035497 -8.402127 -13.083665 -0.2 -0.3 -0.9
C -2.991386 -10.909491 -15.140666 0.1 -0.4 -0.4
C -3.652295 -12.120559 -15.357081 -0.1 0.4 0.0
C -3.066908 -13.308434 -14.953299 -0.4 -0.3 -0.2
C -1.830170 -13.338235 -14.342689 -0.2 0.3 0.0
C -1.150419 -12.145211 -14.192382 0.3 -0.1 0.1
C -1.702191 -10.960332 -14.621794 0.2 0.9 0.1
H -6.767840 -11.194347 -18.628831 -0.5 -0.3 0.7
H -7.059444 -12.147202 -20.822828 0.1 0.0 -0.2
H -5.758885 -11.180524 -22.773022 0.1 -0.1 0.1
H -4.063179 -9.499194 -22.358390 0.0 0.3 0.0
H -2.134959 -5.374720 -20.460144 -0.1 0.0 0.4
H -3.980698 -3.772910 -18.661459 0.5 0.2 -0.2
H -4.860594 -2.786121 -20.974778 -0.1 0.4 0.0
H -6.083757 -4.636176 -21.956413 0.3 0.1 0.3
H -5.581837 -6.983894 -21.311724 0.3 0.1 0.5
H -2.654906 -6.422066 -22.201354 -0.2 0.5 -0.3
H -1.188987 -6.763750 -24.183057 0.2 0.0 -0.1
H 0.179208 -8.873213 -24.334660 -0.6 0.2 0.4
H 0.005133 -10.527202 -22.557725 0.5 -0.4 0.1
H -1.339346 -10.127121 -20.539746 0.0 0.4 -0.4
H -7.910962 -9.060046 -18.154703 0.0 0.0 0.1
H -9.294452 -9.617297 -16.200141 -0.7 0.0 0.2
H -8.259153 -10.314897 -14.102268 0.0 0.1 0.4
H -5.792749 -10.115528 -13.777583 0.0 -0.1 -0.1
H -4.497506 -6.768515 -15.657400 -0.4 0.2 -0.9
H -4.516514 -4.941568 -13.991741 -0.1 0.1 0.0
H -3.668238 -5.384474 -11.705536 0.1 0.0 -0.2
H -2.588668 -7.591664 -11.191204 -0.1 0.3 0.1
H -2.634835 -9.388159 -12.873246 0.1 0.2 0.2
H -4.615821 -12.112442 -15.862742 0.1 -0.1 0.2
H -3.592041 -14.233491 -15.116958 -0.2 -0.2 0.0
H -1.417339 -14.264184 -13.988794 0.2 -0.2 0.0
H -0.175597 -12.125761 -13.744660 0.4 -0.1 0.1
H -1.124397 -10.032264 -14.561249 -0.2 -0.4 0.1
Se -2.139733 -5.827863 -17.951607 0.4 0.9 0.4
C -2.492576 -2.955457 -20.012792 0.0 0.3 -0.1
N -1.801260 -2.167775 -20.495863 -0.3 -0.6 0.5
C 1.865427 -6.841840 -13.568934 -0.7 0.4 -0.3
N 1.191066 -7.538572 -14.655210 0.4 0.2 0.6
C -0.081209 -7.342976 -15.020002 -0.3 -0.6 -0.5
N -0.746890 -6.334057 -14.457393 -0.3 0.4 0.2
O -0.611734 -8.118354 -15.862261 0.1 0.4 0.5
H 2.760664 -7.390199 -13.369017 0.6 -0.1 0.3
H 1.252173 -6.823675 -12.651103 0.2 0.0 -0.4
H 2.123319 -5.823461 -13.889795 0.0 -0.2 0.3
H 1.672308 -8.308281 -15.066850 -0.1 -0.3 -0.3
H -0.360139 -5.744493 -13.727337 -0.2 -0.3 -0.4
H -1.742964 -6.298741 -14.638736 0.1 0.2 0.1

| no. | total energy (hartree) |
| --- | --- |
| 1 | -409.66492 |
| 2 | -3923.82340 |
| 3 | -819.42100 |
| 4 | -453.84600 |
| 5 | -7194.15269 |